Molecular formula: C11H18O4
Method: DFT, the ωB97M-V functional and the def2-TZVPD basis

```
33
Properties=species:S:1:pos:R:3:forces:R:3:nbo_charge:R:1
C -2.78732 -1.74630 -0.10797 0.10 0.22 -0.12 -0.303
C -2.05520 -0.64950 -0.26753 -0.03 -0.19 -0.06 -0.102
C -2.68622 0.62624 -0.69441 -0.14 0.43 -0.10 0.764
O -2.13069 1.69660 -0.65011 0.05 -0.12 -0.08 -0.588
O -3.94356 0.49600 -1.13455 -0.52 -0.20 -0.16 -0.682
H -4.29374 1.36640 -1.38198 0.29 -0.05 0.12 0.502
C -0.57901 -0.50271 -0.00436 -0.08 -0.05 0.16 -0.373
C -0.36979 0.62124 1.00043 0.37 0.09 -0.16 0.832
O 0.55007 1.39009 1.00166 0.22 0.12 0.01 -0.598
O -1.30286 0.61061 1.96085 -0.46 -0.16 0.44 -0.696
H -1.14130 1.33573 2.58481 0.20 -0.05 -0.23 0.501
C 0.09199 -1.78169 0.51516 0.12 0.19 0.07 -0.370
C 1.61453 -1.67250 0.62599 -0.07 -0.20 -0.12 -0.409
C 2.31754 -1.53385 -0.73384 0.01 0.21 0.07 -0.400
C 2.83527 -0.11995 -1.00910 0.19 -0.25 0.04 -0.405
C 4.11231 0.19479 -0.23300 -0.18 0.20 -0.18 -0.390
C 4.55502 1.63550 -0.45358 0.03 -0.22 0.12 -0.601
H 4.74697 1.81942 -1.50881 0.03 0.07 -0.11 0.198
H 3.77704 2.31904 -0.12204 -0.06 0.13 0.02 0.210
H 5.46455 1.84926 0.10359 0.09 0.11 0.02 0.204
H 4.90735 -0.48712 -0.54668 0.00 -0.08 0.05 0.189
H 3.94029 0.03440 0.83280 0.03 -0.08 0.07 0.193
H 3.04000 -0.01468 -2.07758 0.00 0.07 -0.05 0.195
H 2.07510 0.61308 -0.73785 -0.05 0.06 -0.06 0.220
H 1.62623 -1.82725 -1.52727 -0.02 -0.10 -0.06 0.194
H 3.16352 -2.22346 -0.77978 -0.02 -0.05 -0.08 0.204
H 1.87144 -0.82148 1.25629 0.07 -0.01 0.12 0.212
H 1.97006 -2.57253 1.13214 -0.01 0.06 0.07 0.209
H -0.14958 -2.59767 -0.16939 -0.05 -0.05 0.03 0.205
H -0.32673 -2.02179 1.49530 -0.09 -0.08 -0.02 0.212
H -0.08852 -0.18902 -0.93134 -0.02 0.08 0.13 0.250
H -3.84270 -1.73430 -0.31736 -0.15 0.04 -0.05 0.221
H -2.37088 -2.67743 0.23139 0.18 -0.15 0.09 0.204
```
Forces are in eV/Å.

Summary:
- E (a.u.) = -730.9339
- maximum force (eV/A) = 0.66
- SMILES string = C=C(C(=O)O)[C@H](CCCCCC)C(=O)O
- energy relative to the best compared isomer or geometry (same formula, charge and spin) (eV) = 0.9187
- HOMO energy (eV) = -10.04